[1]
ORCA calculation (ωB97M-V/def2-TZVPD) on C26H32AlF10N7 as an isolated structure.

The charge is +2. Its HOMO energy is -13.11 eV. The calculation puts the lowest unoccupied orbital energy at -0.2541 hartree. Its orbital gap is 6.2 eV.

Structure (XYZ):
```
76
C26H32AlF10N7 | the Open Molecules 2025 dataset | ωB97M-V/def2-TZVPD
Al -0.2865 0.5049 -0.4888
C -0.1330 2.4367 -2.8565
N 0.7847 1.7575 -1.9195
C 1.7751 1.0147 -2.6962
C 1.0906 -0.2533 -3.2325
N -0.0739 -0.4531 -2.4146
C -1.0548 -1.2374 -2.7354
C -1.2457 -2.0872 -3.8614
F -0.2702 -2.2009 -4.7680
C -2.4549 -2.6974 -4.0870
F -2.6460 -3.4114 -5.1735
C -3.5547 -2.5557 -3.1716
F -4.6970 -3.1394 -3.4792
C -3.4122 -1.7989 -2.0491
F -4.3987 -1.5746 -1.1915
C -2.1043 -1.2542 -1.6964
F -2.1724 0.0456 -1.1802
C 1.3772 2.7502 -1.0366
C 0.2547 3.2899 -0.1458
N -0.7722 2.2597 0.0550
C -1.9240 2.6496 0.7074
C -2.4549 3.9459 0.8273
F -1.8666 4.9964 0.2355
C -3.6193 4.2145 1.5407
F -4.0506 5.4642 1.6091
C -4.3293 3.1980 2.1770
F -5.4213 3.4644 2.8776
C -3.8532 1.8941 2.0590
F -4.4873 0.8716 2.6262
C -2.6853 1.6671 1.3521
F -2.1711 0.3947 1.2814
H 0.3861 3.2591 -3.3532
H -0.9945 2.8372 -2.3264
H -0.5016 1.7476 -3.6136
H 2.6110 0.7518 -2.0493
H 2.1628 1.6105 -3.5277
H 1.7540 -1.1237 -3.1941
H 0.8067 -0.1220 -4.2786
H 1.8309 3.5734 -1.6009
H 2.1621 2.2694 -0.4425
H -0.1554 4.1805 -0.6177
H 0.6764 3.6064 0.8160
N 1.8101 -2.3687 1.6652
C 2.4725 -1.9174 2.9195
C 3.8466 -1.3722 2.5329
C 3.7086 -0.1083 1.6728
N 2.9972 -0.4751 0.4268
C 2.9522 0.9607 2.4575
C 1.5668 0.5031 2.9077
N 0.5973 0.5519 1.7761
C 1.6224 -0.8579 3.6090
H 2.0788 -3.3209 1.4162
H 2.1911 -1.6243 0.9203
H 0.7875 -2.2991 1.6938
H 2.5783 -2.7664 3.6010
H 4.4100 -2.1291 1.9893
H 4.4113 -1.1350 3.4309
H 4.7067 0.2850 1.4438
H 3.6501 -0.6919 -0.3168
H 2.3540 0.2542 0.1308
H 2.8623 1.8770 1.8703
H 3.5388 1.2055 3.3432
H 1.2203 1.2174 3.6671
H 0.2737 1.5153 1.7540
H -0.2225 0.0266 2.0783
H 0.6061 -1.2272 3.7516
H 2.0398 -0.6949 4.6036
C -0.5355 -4.2920 0.3358
C -1.5996 -3.4850 -0.4008
C -1.2630 -2.0457 -0.5077
N -0.4146 -1.3607 0.0503
H -0.7559 -5.3493 0.2383
H -0.5186 -4.0517 1.3934
H 0.4368 -4.1063 -0.1111
H -2.5704 -3.5847 0.0937
H -1.7211 -3.8795 -1.4132
```

Here are the Mulliken charges for atoms 1 to 2, given in e: Al -1.7323; C -1.0325

---

[2]
ORCA calculation (ωB97M-V/def2-TZVPD) on C64H38AsI4InN7S as an isolated structure.

The charge is -1. Its HOMO energy (spin up / spin down) is -4.72 / -4.70 eV. The calculation puts the lowest unoccupied orbital energy (spin up / spin down) at 0.0186 / 0.0185 hartree. Its orbital gap (spin up / spin down) is 5.2 / 5.2 eV.

Structure (XYZ):
```
116
C64H38AsI4InN7S | the Open Molecules 2025 dataset | ωB97M-V/def2-TZVPD
In -0.4700 0.8924 -0.2913
I -7.8089 -3.8132 2.6662
C -6.4458 -2.7129 1.5317
C -5.4159 -3.3598 0.8719
C -4.5084 -2.6232 0.1300
C -4.6143 -1.2321 -0.0128
C -5.6120 -0.6095 0.7515
C -6.5293 -1.3316 1.4947
C -3.5820 -0.4568 -0.7441
C -3.5800 0.9573 -0.7176
C -4.7545 1.7966 -0.8218
C -4.3220 3.0707 -0.9526
C -2.8808 3.0410 -0.8865
C -2.0610 4.1628 -0.9175
C -2.7193 5.4997 -0.9067
C -2.5440 6.3789 -1.9736
C -3.1479 7.6279 -1.9817
C -3.9373 8.0038 -0.9056
I -4.8518 9.8832 -0.9052
C -4.1257 7.1510 0.1702
C -3.5141 5.9048 0.1620
C -0.6532 4.1408 -0.9312
N 0.1052 3.0258 -1.0396
C 1.4070 3.4205 -0.9236
C 2.5025 2.5650 -1.0245
C 3.8524 3.0795 -0.6700
C 4.5344 4.0039 -1.4520
C 5.7993 4.4478 -1.0888
C 6.3804 3.9577 0.0695
I 8.2869 4.6174 0.6203
C 5.7177 3.0375 0.8688
C 4.4547 2.6027 0.4935
C 2.4274 1.2319 -1.4528
C 3.5440 0.4685 -1.9387
C 3.0307 -0.6610 -2.4952
C 1.6068 -0.6011 -2.3136
N 1.2714 0.5453 -1.6692
C 0.6967 -1.5815 -2.7413
C -0.6624 -1.5816 -2.4659
C -1.6064 -2.5714 -2.9224
C -2.7801 -2.3107 -2.3003
C -2.5724 -1.1360 -1.4775
N -1.3057 -0.7014 -1.6318
C 1.2499 -2.7112 -3.5466
C 1.4553 -3.9656 -2.9824
C 1.9756 -5.0112 -3.7338
C 2.2898 -4.7942 -5.0656
I 3.0669 -6.3613 -6.2097
C 2.1002 -3.5513 -5.6504
C 1.5844 -2.5157 -4.8838
C 1.4690 4.8452 -0.7149
C 0.1928 5.2984 -0.7475
N -2.4709 1.7370 -0.7799
H -5.2921 -4.4306 0.9608
H -3.6632 -3.1482 -0.2837
H -5.6500 0.4647 0.8270
H -7.2798 -0.8109 2.0732
H -5.7712 1.4501 -0.8993
H -4.9254 3.9479 -1.1208
H -1.9290 6.0739 -2.8115
H -3.0072 8.2961 -2.8202
H -4.7353 7.4521 1.0111
H -3.6460 5.2372 1.0049
H 4.0774 4.3731 -2.3624
H 6.3258 5.1612 -1.7080
H 6.1710 2.6660 1.7776
H 3.9084 1.9053 1.1191
H 4.5774 0.7761 -1.8996
H 3.5668 -1.4594 -2.9834
H -1.4016 -3.3487 -3.6416
H -3.7204 -2.8164 -2.4446
H 1.2204 -4.1249 -1.9369
H 2.1367 -5.9796 -3.2802
H 2.3510 -3.3884 -6.6897
H 1.4363 -1.5382 -5.3268
H 2.3676 5.4200 -0.5599
H -0.1461 6.3143 -0.6263
S 0.6805 1.8291 1.7716
C 1.0973 0.6609 3.0375
C 1.1565 1.2187 4.3266
C 1.5703 0.4895 5.4225
C 1.9495 -0.8390 5.2737
C 1.8815 -1.4113 4.0182
C 1.4422 -0.6963 2.9003
As 1.3661 -1.6146 1.1811
C 2.9827 -2.7098 1.3796
C 4.2080 -2.0787 1.1720
C 5.3977 -2.7839 1.2721
C 5.3775 -4.1413 1.5695
C 4.1633 -4.7808 1.7705
C 2.9716 -4.0688 1.6791
C 0.0313 -3.0060 1.5199
C -0.6434 -3.1902 2.7217
C -1.6465 -4.1473 2.8258
C -1.9740 -4.9393 1.7351
C -1.3059 -4.7616 0.5301
C -0.3207 -3.7906 0.4233
H 0.8649 2.2551 4.4432
H 1.5952 0.9587 6.3987
H 2.2842 -1.4207 6.1231
H 2.1782 -2.4472 3.8955
H 4.2310 -1.0228 0.9248
H 6.3410 -2.2758 1.1112
H 6.3047 -4.6962 1.6432
H 4.1397 -5.8384 2.0052
H 2.0298 -4.5790 1.8424
H -0.4217 -2.5633 3.5753
H -2.1869 -4.2522 3.7583
H -2.7614 -5.6786 1.8196
H -1.5669 -5.3620 -0.3343
H 0.1646 -3.6213 -0.5318
N -2.6742 -1.3664 5.5126
C -2.7681 -1.1311 4.3802
N -2.9874 -0.8819 3.1137
C -2.1634 -0.6056 2.1916
N -1.4853 -0.4042 1.2584
```

Here are the Mulliken charges for atoms 1 to 2, given in e: In 3.3819; I 0.0427

---

[3]
ORCA calculation (ωB97M-V/def2-TZVPD) on one molecule with the formula C24H28N2O5.

Its SMILES is COc1ccccc1N1CCN(C[C@@H](O)COc2ccc3c(C)cc(=O)oc3c2)CC1. The charge is 0. Its HOMO energy is -7.29 eV. The calculation puts the lowest unoccupied orbital energy at 0.0130 hartree. Its orbital gap is 7.6 eV.

Structure (XYZ):
```
59
C24H28N2O5 | the Open Molecules 2025 dataset | ωB97M-V/def2-TZVPD
C 2.3472 2.1210 -3.4241
H 2.8420 3.0913 -3.3100
O 1.2002 2.0233 -2.6117
C 1.3430 2.0938 -1.2548
C 2.5292 2.4179 -0.6206
C 2.5838 2.5668 0.7587
C 1.4474 2.3689 1.5128
C 0.2605 2.0113 0.8949
C 0.1722 1.8683 -0.4867
N -1.0196 1.5901 -1.1294
C -2.2907 1.8268 -0.5075
C -2.9036 0.5479 0.0810
N -2.6550 -0.6004 -0.7883
C -3.7202 -1.5765 -0.7318
H -4.6943 -1.1441 -1.0321
C -3.9116 -2.2064 0.6550
O -5.0235 -3.0717 0.6283
H -4.8892 -3.7383 -0.0558
C -2.6590 -2.9511 1.1708
O -1.9109 -2.1795 2.0868
C -0.6661 -1.7359 1.7967
C -0.0944 -1.6789 0.5372
C 1.2187 -1.2399 0.3955
C 1.9933 -0.8700 1.5053
C 1.3780 -0.8956 2.7643
C 0.0815 -1.3107 2.9085
H -0.3916 -1.3387 3.8772
H 1.9370 -0.5915 3.6342
C 3.3633 -0.4944 1.2770
C 3.8236 -0.4863 0.0054
C 2.9918 -0.8118 -1.1284
O 3.3422 -0.7693 -2.2857
O 1.7076 -1.2048 -0.8643
H 4.8407 -0.2153 -0.2302
C 4.2433 -0.1357 2.4282
H 5.2454 0.1006 2.0816
H 4.3004 -0.9625 3.1345
H 3.8381 0.7297 2.9491
H -0.6451 -1.9243 -0.3542
H -3.0163 -3.8168 1.7440
H -2.0398 -3.3063 0.3434
H -4.1712 -1.4422 1.3931
H -3.4812 -2.3796 -1.4399
C -2.3646 -0.1966 -2.1538
C -1.0727 0.6257 -2.2119
H -1.0216 1.1331 -3.1836
H -0.2128 -0.0421 -2.1347
H -2.2234 -1.0969 -2.7573
H -3.2029 0.3670 -2.5988
H -2.4551 0.3303 1.0553
H -3.9834 0.7121 0.2259
H -2.9650 2.2300 -1.2743
H -2.1899 2.5865 0.2674
H -0.6083 1.8284 1.5074
H 1.4736 2.4802 2.5870
H 3.5170 2.8443 1.2250
H 3.4241 2.5824 -1.1993
H 3.0538 1.3127 -3.2164
H 1.9840 2.0236 -4.4462
```

Here are the Mulliken charges for atoms 1 to 2, given in e: C -0.8651; H 0.3498

---

[4]
ORCA calculation (ωB97M-V/def2-TZVPD) on a 2-piece molecular cluster, C4H10O2 overall.

Its SMILES is CC(C)C=O.O. The charge is 0. Its HOMO energy is -9.99 eV. The calculation puts the lowest unoccupied orbital energy at 0.0314 hartree. Its orbital gap is 10.9 eV.

Structure (XYZ):
```
16
C4H10O2 | the Open Molecules 2025 dataset | ωB97M-V/def2-TZVPD
C -0.4494 1.0380 -1.1837
C -0.8129 0.0697 -0.0551
C -0.3756 -1.3670 -0.3488
O 2.2261 0.1296 0.5891
C -0.4188 0.5963 1.2999
O -0.0759 -0.0766 2.2495
H -0.8824 2.0311 -1.0236
H 0.6385 1.1426 -1.2638
H -0.8325 0.6559 -2.1357
H -1.1622 -1.8953 -0.8965
H 0.5271 -1.3814 -0.9717
H -0.1722 -1.9169 0.5753
H 2.5194 -0.7304 0.2671
H -0.5625 1.6940 1.4122
H -1.9087 0.0936 0.0863
H 1.7420 -0.0830 1.3995
```

Here are the Mulliken charges for atoms 1 to 2, given in e: C -1.4401; C 0.9912

---

| no. | strongest force on any atom (eV Å⁻¹) |
| --- | --- |
| 1 | 1.5 |
| 2 | 0.6 |
| 3 | 1.0 |
| 4 | 0.5 |